1.
DFT (ωB97M-V/def2-TZVPD) results for C18H52F4O13SSi2 as an isolated structure.

## Properties
- Charge: 0

Each line ends with the Mulliken charge.
Atoms and positions in Å:
1 C -2.8284 7.0165 -1.5615  -1.3950
2 C -1.6400 6.1614 -2.0438  -0.2087
3 Si -1.9985 4.3368 -1.8820  -0.4738
4 C -2.7638 3.9831 -0.2211  -1.0396
5 C -2.7806 2.4934 0.2180  -0.6660
6 C -1.9001 2.2699 1.4437  -0.3519
7 C -1.9449 0.8197 1.9406  -1.1774
8 S -1.4538 0.7133 3.6505  1.2981
9 O -0.5286 1.7739 3.9302  -0.6603
10 O -1.0355 -0.6118 3.9704  -0.6591
11 O -2.8007 1.0036 4.4466  -0.4924
12 O -2.8463 3.7329 -3.1752  0.1001
13 Si -4.4826 3.4301 -3.1535  0.2798
14 C -5.0973 3.2491 -4.9119  -0.4999
15 C -5.0369 4.5462 -5.6606  -0.0123
16 O -6.0001 5.0946 -6.1235  -0.4860
17 C -0.2865 3.4393 -1.9833  0.7397
18 F -0.3983 2.0957 -1.6922  -0.3346
19 F 0.5827 3.9722 -1.0765  -0.3255
20 C 0.3262 3.5084 -3.3809  0.2516
21 F 0.7073 4.7862 -3.6235  -0.2085
22 F 1.4176 2.7098 -3.4786  -0.2602
23 H -3.0424 6.8663 -0.5024  0.2953
24 H -3.7402 6.7902 -2.1197  0.3151
25 H -2.6267 8.0787 -1.7031  0.4250
26 H -0.7691 6.3817 -1.4215  0.4737
27 H -1.4140 6.4243 -3.0785  0.2769
28 H -3.7582 4.4221 -0.1228  0.5372
29 H -2.1411 4.5479 0.4842  0.6741
30 H -3.8070 2.2217 0.4845  0.5208
31 H -2.4965 1.8211 -0.5924  0.3112
32 H -0.8737 2.5765 1.2406  0.2214
33 H -2.2458 2.9468 2.2330  0.4170
34 H -1.2078 0.2125 1.4155  0.4344
35 H -2.9510 0.4164 1.8301  0.4922
36 H -3.3388 1.6637 3.9860  0.4044
37 H -5.1735 4.5810 -2.5299  -0.1514
38 H -4.7436 2.2152 -2.3555  -0.1784
39 H -6.1293 2.8939 -4.8806  0.2890
40 H -4.4639 2.5134 -5.4179  0.3427
41 H -4.0283 4.9936 -5.7502  0.3083
42 H -0.3910 3.2005 -4.1440  0.1594
43 C 4.4567 1.0516 -3.1333  -0.2744
44 O 4.3974 1.0460 -4.5590  -0.5209
45 H 5.1065 0.2397 -2.8222  0.1312
46 H 4.8720 1.9922 -2.7622  0.2245
47 H 3.4631 0.9006 -2.7034  0.1622
48 H 3.8211 1.7661 -4.8291  0.2946
49 C 1.4793 -2.9550 2.6584  -0.4046
50 O 1.4406 -2.3373 1.3682  -0.5049
51 H 0.5111 -2.7819 3.1219  0.0978
52 H 1.6500 -4.0326 2.5645  0.3013
53 H 2.2449 -2.5081 3.2866  0.2649
54 H 2.2942 -2.4755 0.9496  0.2596
55 C 2.8301 0.3170 5.0280  -0.6340
56 O 1.8377 -0.6645 4.7805  -0.4240
57 H 3.7186 -0.1993 5.3878  0.2613
58 H 3.0894 0.8661 4.1177  0.2649
59 H 2.5089 1.0321 5.7910  0.2622
60 H 1.0491 -0.2261 4.4410  0.2701
61 C 0.6701 -6.9348 3.4974  -0.3902
62 O 0.2967 -6.3718 2.2446  -0.5353
63 H 1.2426 -7.8358 3.2896  0.0477
64 H 1.2961 -6.2458 4.0718  0.3095
65 H -0.2067 -7.2077 4.0883  0.2683
66 H -0.2076 -5.5724 2.4223  0.2915
67 C 1.4467 7.6703 -4.9956  -0.5110
68 O 0.0706 8.0334 -4.9125  -0.4896
69 H 1.8647 7.7678 -3.9970  0.2066
70 H 1.5634 6.6352 -5.3239  0.2010
71 H 1.9912 8.3312 -5.6745  0.3129
72 H -0.3112 7.9542 -5.7910  0.2744
73 C 1.0459 -10.6968 4.8849  -0.5894
74 O -0.1958 -10.1996 4.3967  -0.4902
75 H 0.9873 -10.6975 5.9708  0.2665
76 H 1.2289 -11.7165 4.5368  0.2759
77 H 1.8796 -10.0591 4.5787  0.2545
78 H -0.1502 -10.1989 3.4355  0.2876
79 C 8.2620 -0.6478 -1.0149  -0.5240
80 O 7.1673 -0.5802 -1.9199  -0.4598
81 H 7.9163 -0.2510 -0.0636  0.2108
82 H 8.5959 -1.6778 -0.8647  0.2386
83 H 9.1056 -0.0448 -1.3609  0.2441
84 H 7.4595 -0.9274 -2.7678  0.2781
85 C -2.1123 -12.6572 2.3275  -0.5171
86 O -1.1248 -12.9710 3.2987  -0.4877
87 H -1.8694 -13.2172 1.4274  0.2256
88 H -3.1119 -12.9477 2.6614  0.2529
89 H -2.1164 -11.5899 2.0864  0.2281
90 H -1.3237 -12.4661 4.0945  0.3012



2.
DFT (ωB97M-V/def2-TZVPD) results for C18H52N2O20SZn as an isolated structure.

## Properties
- Charge: 0

Each line ends with the Mulliken charge.
Atoms and positions in Å:
1 Zn 2.5862 -1.6353 0.6761  0.4437
2 S -0.0555 -0.0505 -0.0888  0.9962
3 O -0.9671 -0.3723 -1.1879  -0.9373
4 O -0.5994 -0.6027 1.1618  -0.4410
5 O 1.3192 -0.5391 -0.2411  -0.0807
6 O 0.0379 1.3701 0.0793  0.6651
7 C 0.7686 1.4600 -3.2855  0.7876
8 C 1.9381 1.7261 -4.2828  -0.4399
9 O 1.3066 2.4276 -5.3841  -0.5472
10 O -0.0145 0.3268 -3.6010  -0.6327
11 H 0.2531 2.4179 -3.2171  0.0510
12 H 1.2024 1.3749 -2.2891  -0.5496
13 H 2.5876 0.9029 -4.5806  0.3528
14 H 2.6507 2.4229 -3.8415  0.0760
15 H 1.9192 3.0404 -5.7973  0.3211
16 H -0.3494 -0.0438 -2.7812  0.4264
17 C 0.3000 2.0352 3.4749  -0.8651
18 C -1.1944 1.9590 3.0556  -0.0336
19 O -1.5127 0.5882 3.2078  -0.7269
20 O 1.1492 1.4083 2.5297  -0.5430
21 H 0.4131 1.5533 4.4461  0.3282
22 H 0.6328 3.0669 3.5888  0.5485
23 H -1.3469 2.2838 2.0264  -0.1321
24 H -1.7162 2.6339 3.7341  0.5111
25 H -1.1568 0.1130 2.4533  0.1651
26 H 0.6849 1.5074 1.6953  0.0495
27 C -3.7784 -0.9079 1.0327  0.3660
28 C -3.7616 -1.9584 -0.0794  0.2713
29 O -4.5858 -2.9680 0.4079  -0.5002
30 O -3.3326 -1.3572 2.2477  -0.7214
31 H -4.7927 -0.5095 1.0087  0.4357
32 H -3.2149 -0.0316 0.7122  -0.3938
33 H -2.8033 -2.4103 -0.3354  -0.6297
34 H -4.1193 -1.6595 -1.0648  0.5201
35 H -5.4947 -2.8416 0.1260  0.3435
36 H -2.6692 -0.7266 2.5372  0.4081
37 C 1.3589 4.5102 -1.1325  -0.1616
38 C 2.4908 5.0371 -2.0921  -0.3969
39 O 3.6809 5.1743 -1.3905  -0.5638
40 O 1.8419 3.3914 -0.4017  -0.3414
41 H 0.4014 4.2923 -1.6055  0.1432
42 H 1.1021 5.2793 -0.4041  0.3720
43 H 2.2259 5.9824 -2.5656  0.3676
44 H 2.6723 4.3209 -2.8935  -0.0514
45 H 4.0718 4.3260 -1.6121  0.3524
46 H 1.1649 2.7605 -0.1462  0.1459
47 C 2.3467 -0.9952 4.8140  -0.7663
48 C 1.1804 -1.4994 3.9797  -0.2625
49 O 1.3715 -1.4732 2.5669  -0.0735
50 O 3.5730 -1.8056 4.7654  -0.5788
51 H 2.0190 -0.9661 5.8531  0.4550
52 H 2.5931 0.0527 4.6432  0.2190
53 H 0.3391 -0.8937 4.3165  0.2278
54 H 0.9525 -2.5378 4.2202  0.4586
55 H 0.5409 -1.1333 2.2260  0.3257
56 H 3.9611 -1.8423 3.8882  0.2876
57 C -3.7093 1.7806 -1.5345  -0.5694
58 C -2.6104 2.7745 -1.6226  -0.1047
59 O -1.9711 2.8985 -0.3026  -0.6841
60 O -3.2788 0.3979 -1.8487  -0.4420
61 H -4.5732 2.0910 -2.1222  0.5082
62 H -4.1367 1.8088 -0.5322  0.1678
63 H -2.8915 3.7401 -2.0429  0.4403
64 H -1.7664 2.4646 -2.2387  -0.1772
65 H -1.3383 2.1903 -0.1625  -0.1179
66 H -2.3440 0.3564 -1.6340  0.0529
67 C 3.8547 1.0288 0.2016  0.2864
68 C 4.7860 0.0059 -0.5320  -0.8003
69 O 4.0805 -1.1649 -1.0139  -0.3859
70 O 3.2855 0.3140 1.3085  -0.1630
71 H 3.0400 1.3299 -0.4570  -0.3175
72 H 4.3334 1.8944 0.6595  0.5007
73 H 5.5317 -0.1651 0.2445  0.3339
74 H 5.3792 0.4803 -1.3138  0.5134
75 H 4.4598 -1.3438 -1.8775  0.2983
76 H 2.7013 0.9238 1.7651  0.4582
77 O -2.6112 -4.3425 2.0232  -0.5625
78 C -1.4687 -4.5155 1.6794  0.7486
79 N -0.6032 -3.5141 1.6727  0.2797
80 C -0.9783 -5.8521 1.2266  -1.2187
81 H -0.8859 -2.5783 1.9265  -0.1515
82 H 0.2709 -3.7212 1.2112  -0.1048
83 H -1.2621 -6.4454 2.0959  0.3642
84 H 0.1007 -5.8508 1.0719  0.2909
85 H -1.5273 -6.3200 0.4094  0.2568
86 O -1.5440 -4.9898 -2.3773  -0.7525
87 C -1.6500 -3.7509 -2.4359  0.8460
88 N -0.8231 -3.0483 -1.6725  0.2913
89 C -2.5691 -2.9850 -3.4113  -0.8139
90 H -0.0491 -3.3656 -1.1065  -0.0223
91 H -0.9227 -2.0557 -1.5143  -0.0262
92 H -3.5550 -3.4285 -3.2722  0.2729
93 H -2.2800 -3.1067 -4.4552  0.3326
94 H -2.6467 -1.9207 -3.1895  0.1201



The LUMO results, record by record, are as follows: -0.00180, -0.14243 hartree.
The electronic energy results, record by record, are as follows: -83586.0435, -122687.9916 eV.
The frontier orbital gap results, record by record, are as follows: 9.57, 4.52 eV.